Record 1
23
Properties=species:S:1:pos:R:3:nbo_charge:R:1 method="wB97M-V/def2-TZVPD" charge=+1 homo_lumo_gap_ev="7.37 / 6.40" multiplicity=1
N -3.14071 1.07654 0.47678 -0.46
N -1.76784 -0.77996 0.54976 -0.49
C -2.60267 0.06288 -0.14054 0.24
C 2.36731 -0.90145 0.63729 -0.34
C -0.77748 -2.79459 -0.74405 -0.40
C 3.62228 1.07739 -0.05566 -0.23
C 2.44470 1.79351 -0.22735 -0.15
C 1.25064 1.17490 -0.07826 -0.36
C -4.24224 1.63129 0.19595 0.05
C -1.07598 -1.71351 -0.11612 0.38
C 3.58817 -0.21815 0.45264 -0.15
C 1.37646 -0.10920 0.20592 0.18
H -4.60841 2.51317 0.71693 0.21
H -2.63427 -0.20973 -1.23937 0.20
H 0.32058 1.52710 -0.31346 0.22
H 0.04430 -3.01570 -1.36091 0.27
H 4.54542 1.59755 -0.09332 0.23
H 2.26156 -1.94370 0.72014 0.24
H -1.42633 -3.59618 -0.75268 0.26
H -1.60074 -0.55652 1.57317 0.48
H 2.36240 2.86551 -0.45955 0.23
H 4.52193 -0.69011 0.73157 0.23
H -4.82908 1.20895 -0.67892 0.17

Record 2
19
Properties=species:S:1:pos:R:3:nbo_charge:R:1 method="wB97M-V/def2-TZVPD" charge=+1 homo_lumo_gap_ev=8.03 smiles="CN1[N+](C)=CC=C(Cl)C1(Cl)Cl" multiplicity=1
Cl 2.94782 -1.81145 1.59141 0.21
Cl 0.28113 -3.11806 0.51823 0.05
Cl 0.06603 -1.06575 2.74062 -0.21
N -0.36299 -0.48310 0.00392 -0.28
N -0.01817 0.80688 -0.48689 -0.07
C 0.44955 -1.26405 0.72331 0.22
C 1.90512 -0.85341 0.68014 0.05
C -1.82561 -0.81227 0.00168 -0.44
C -1.15067 1.65924 -0.92744 -0.40
C 1.24117 1.10300 -0.58744 0.16
C 2.24819 0.25839 -0.07471 -0.32
H -1.70623 1.21172 -1.71808 0.25
H -1.78815 1.91861 -0.11713 0.24
H -1.95159 -1.73939 0.66132 0.28
H 1.56043 2.02147 -0.98034 0.25
H -0.61725 2.54390 -1.31549 0.24
H -2.26252 0.12583 0.41819 0.22
H -2.34727 -1.06076 -1.00620 0.25
H 3.33100 0.55920 -0.12511 0.29

Record 3
20
Properties=species:S:1:pos:R:3:nbo_charge:R:1 method="wB97M-V/def2-TZVPD" charge=0 homo_lumo_gap_ev=8.92 smiles="N[C@@]1(S(=O)(=O)O)CC=C(Cl)C=C1Cl" multiplicity=1
Cl -4.16508 -0.31947 0.59006 0.00
Cl 0.59887 -2.56505 -0.66443 0.03
S 1.94454 0.05157 0.58698 2.28
O 2.45079 1.37550 0.76301 -0.93
O 2.99482 -0.76290 -0.43805 -0.89
O 1.75460 -0.69077 1.80157 -0.92
N 0.76484 0.54467 -1.71999 -0.84
C -0.40500 1.19787 0.50438 -0.51
C -1.77537 -1.34831 0.02328 -0.32
C -0.48126 -1.29227 -0.29203 0.01
C -2.44393 -0.15958 0.33019 -0.04
C 0.37115 0.30503 -0.39463 -0.02
C -1.89439 1.05444 0.46643 -0.19
H 0.90826 1.62832 -1.95431 0.39
H -0.00712 2.18851 0.37459 0.25
H 1.69466 0.16832 -1.82535 0.40
H -0.10652 0.88671 1.57048 0.27
H -2.39042 -2.34032 -0.04270 0.26
H -2.67607 1.84464 0.59351 0.25
H 2.86263 -1.76689 -0.27298 0.52

Record 4
195
Properties=species:S:1:pos:R:3:mulliken_charge:R:1 method="wB97M-V/def2-TZVPD" charge=0 homo_lumo_gap_ev=9.81 multiplicity=1
S -0.35268 1.14153 -4.79321 1.42
S 0.37179 -0.82718 5.38010 0.88
S -3.27670 4.31730 -2.21552 0.95
S 0.28113 -1.16927 -1.11785 0.40
S -3.62012 -3.63933 1.63842 1.31
S -3.44172 -3.06886 -4.31484 1.38
S 4.28618 -0.37361 3.04003 1.53
S 6.48085 0.12251 -0.47941 1.32
S -1.89166 4.40630 4.08474 1.24
O -4.62678 -2.73071 2.11278 -0.78
O 3.88444 -2.96353 -2.86636 -0.53
O 1.06183 -0.77967 -2.31349 0.02
O 0.20715 -6.06915 -1.20678 -0.52
O 6.85851 -1.08678 0.15719 -0.73
O -2.88545 4.02194 5.01753 -0.78
O 6.57365 1.43883 0.13101 -0.73
O -1.57541 1.05180 -4.06482 -0.38
O 0.34370 0.50666 4.82447 -0.35
O -4.29507 -3.53966 -3.22696 -0.69
O -4.02851 -2.32378 -5.40178 -0.84
O -2.76356 -0.29649 4.16306 -0.28
O -2.18338 4.31715 -3.20063 -0.55
O 4.18243 0.45985 1.85103 -0.24
O -2.32483 -3.70054 2.38141 -0.48
O -0.37790 4.07763 -0.66000 0.03
O -0.31331 -2.47794 -1.17084 -0.33
O -3.94171 -0.48075 -1.78450 0.11
O 3.47066 -1.54357 3.15524 -0.85
O -3.48362 5.61173 -1.55786 -0.73
O -2.40704 4.70109 2.74716 -0.63
O 0.17912 -0.12575 -5.26674 -0.79
O 2.81673 3.49674 2.42672 -0.30
O 1.57211 -1.08562 6.23353 -0.77
C -0.48793 0.58078 0.76157 0.07
C 3.77457 3.35742 0.24068 0.44
C 0.03994 5.20735 -0.66907 0.86
C -4.95170 3.98600 -2.96324 -0.73
C -0.29760 6.23317 0.39781 -1.11
C -1.16626 -4.30971 -4.91090 -0.94
C 2.60170 -2.23671 -4.80062 -0.88
C 4.88901 0.19698 -2.59458 0.60
C -6.19898 -1.27008 -1.91238 -1.75
C -0.83651 0.22750 -0.69727 0.19
C -0.64191 3.06956 4.08881 0.54
C -4.18573 -5.38290 1.47715 -0.87
C -0.10922 -3.29919 4.81381 -1.03
C 1.94163 -5.28705 0.02425 -0.33
C -4.82293 2.94523 -0.61351 -0.71
C 1.26431 -1.05903 0.33039 -0.66
C 3.01586 -3.23581 -3.71640 0.94
C -3.35453 2.92055 -1.11986 1.46
C 0.29160 -1.97353 4.05886 0.76
C 3.82740 3.59384 1.75841 0.64
C 5.19898 3.96012 2.37059 -1.58
C 0.21487 -7.03511 1.01120 -1.19
C 4.81848 -0.09762 -1.05864 0.56
C 4.09817 0.63800 4.55661 0.38
C -4.16888 -5.60214 -0.03938 -0.89
C 0.76399 -6.17002 -0.14141 0.82
C 1.13061 1.90800 -4.01035 1.02
C 6.02194 -0.84356 3.23965 -0.73
C -3.23794 -3.36524 -0.04327 1.58
C -4.48066 0.94558 5.16783 -1.54
C 6.26289 -0.36626 -3.03719 -0.62
C 6.28637 -0.61550 4.70497 -0.86
C -3.70459 0.47948 3.96168 0.74
C -0.95118 -3.35484 -3.74410 0.84
C -4.18623 1.11618 2.68199 -0.65
C -1.98689 -2.23864 -3.70192 1.10
C 0.62676 3.28556 -6.01794 -0.65
C 1.01193 0.32756 0.93197 1.37
C 0.56231 5.11028 4.62483 -0.50
C 7.27320 0.25627 -2.08140 -0.94
C -3.00603 -4.77644 -0.58030 0.98
C -1.41043 -2.76508 5.57200 -0.31
C -0.53127 2.28162 -6.10329 -1.20
C 1.73053 2.59189 -5.22184 -0.86
C -1.15444 -1.35935 6.17614 -0.49
C -0.81599 5.77648 4.61798 -0.98
C -5.79810 3.53492 -1.70242 -1.04
C -5.20619 0.35855 -3.63984 -0.83
C 0.86891 5.80118 -1.79691 -1.29
C -5.00376 -0.41661 -2.33999 0.83
C 0.43871 3.57126 5.01242 -0.41
C -2.66796 -4.54192 -5.00501 -0.88
C 5.42030 0.55474 5.26140 -0.77
C 2.41655 -4.60334 -3.69605 -1.10
H 5.99780 1.45659 5.06952 0.27
H 3.23054 0.26115 5.15809 0.05
H 2.29869 -1.34771 0.01898 0.12
H -1.12177 2.09889 4.35950 -0.18
H -1.52222 2.76400 -5.94878 0.32
H -1.98855 -5.13473 -0.30042 -0.47
H -0.86664 -4.04078 -2.83230 -0.29
H -5.21310 -0.44668 -4.38309 0.45
H -6.19016 4.46163 -1.26148 0.40
H -0.96832 5.94597 1.18257 -0.09
H 0.71521 6.47087 0.74597 0.42
H 1.05733 5.28883 3.65411 -0.08
H -4.87665 3.15101 -3.64282 0.22
H 1.22475 5.67862 5.28589 0.67
H -4.07740 -2.95979 -0.57265 -0.34
H -1.80189 -1.37219 -4.37613 -0.06
H -3.00710 -5.44822 -4.36682 0.24
H -6.15494 -2.07977 -2.56472 0.42
H 1.22896 0.28422 2.04298 -0.13
H -3.84427 -6.63527 -0.24858 0.46
H -2.37406 -2.74586 -0.05426 -1.18
H -5.38295 4.85617 -3.39454 0.57
H 2.56356 3.29600 -4.96271 0.46
H -0.58478 -5.18254 -4.80095 0.59
H 0.84569 2.51840 -3.14842 -0.17
H -5.09344 -5.22879 -0.43634 0.31
H -0.40364 1.72917 -6.97515 0.48
H -5.02404 1.90976 -0.24928 0.20
H 6.02102 3.36793 1.98393 0.28
H -3.40028 -5.95890 1.96534 0.30
H 7.37879 -0.63899 4.87401 0.42
H 0.96745 3.68134 -6.96732 0.44
H 0.90236 -1.84422 0.99236 0.05
H 3.83878 1.68630 4.23074 -0.31
H 0.17118 3.54981 5.99827 0.72
H 4.36866 2.49387 -0.03610 -0.52
H 6.31531 -1.45172 -2.93861 0.24
H 4.25140 0.51320 -0.40823 -1.01
H -0.95201 -0.11613 1.45587 -0.54
H 1.72208 -1.57959 -4.51490 -0.09
H 0.31015 4.08222 -5.40232 0.24
H 4.94110 1.26756 -2.78612 0.49
H -2.97928 -4.81601 -1.71112 -0.47
H -5.15982 -5.51313 1.99716 0.44
H -6.12380 -1.61863 -0.89662 0.27
H -0.88375 -3.90388 -5.88859 0.28
H -1.91678 -0.62040 5.95394 -0.11
H -0.26240 3.00060 3.08897 -0.21
H -4.77476 3.66919 0.19853 0.48
H -0.99585 6.10988 5.62420 0.37
H 3.12800 -5.35178 -3.47423 0.50
H 2.07514 -4.99326 -4.64239 0.49
H 1.66815 1.11516 0.47324 -0.83
H 1.55933 -4.66554 -2.95267 -0.09
H 2.31005 -2.91190 -5.65938 0.43
H 0.74096 -3.69540 5.40242 0.41
H -0.93176 -1.34105 7.26589 0.52
H 7.63723 1.31082 -2.23995 0.29
H -4.39805 1.02804 -3.89659 -0.36
H 4.02561 -0.33925 -3.09294 -1.00
H -6.19365 0.83547 -3.76980 0.44
H 0.30135 6.45924 -2.47277 0.30
H -1.82680 -3.45800 6.27418 0.60
H 8.16641 -0.37899 -1.96475 0.47
H 6.50868 -0.09733 -4.10246 0.47
H 4.17915 4.25609 -0.26896 0.62
H 2.74991 3.27642 0.01509 -0.37
H 5.24367 3.90456 3.45229 0.32
H -5.27866 0.88839 2.56551 0.50
H -3.15589 2.00911 -1.67663 -0.94
H 5.20854 0.44165 6.32165 0.39
H 2.08090 -4.99581 1.07761 0.35
H 5.49543 4.95818 2.08614 0.49
H -2.58967 3.15981 -0.42771 -0.01
H 6.05051 -1.95808 3.00699 0.33
H 1.65027 6.39606 -1.34644 0.49
H 6.53868 -0.21944 2.51223 0.26
H -3.00488 -4.72191 -6.02014 0.54
H -5.54624 0.85659 5.00227 0.48
H 1.66788 1.04832 -3.65025 -0.62
H 1.00691 -7.18345 1.72826 0.43
H -0.30783 -7.92329 0.63611 0.33
H -0.94468 6.53004 3.86667 0.48
H -0.41772 -1.73207 3.32186 -0.45
H -4.07343 2.19191 2.63178 0.41
H 1.41083 4.98402 -2.27081 0.05
H -0.50080 -6.44567 1.61882 0.12
H 3.49169 -1.65520 -5.10887 0.40
H 2.86700 -5.87106 -0.23924 0.35
H -2.21473 -1.89141 -2.67012 -0.66
H 0.00222 -2.83572 -3.65874 -0.89
H -7.13236 -0.70575 -1.96891 0.47
H 1.29582 3.03235 4.78810 -0.20
H -0.80810 1.56738 1.00659 0.49
H -1.79916 -0.05711 -0.97030 0.33
H -0.54807 1.05212 -1.36533 -0.41
H 4.66137 -1.17422 -0.82137 0.40
H -2.19443 -2.54614 4.86760 -0.05
H 5.97131 -1.49526 5.21616 0.34
H -4.16991 1.98393 5.33979 0.23
H 2.26944 1.86340 -5.84862 0.30
H -4.22418 0.39131 6.07793 0.31
H -0.78641 7.09103 -0.14746 0.37
H -3.70426 0.72519 1.82559 -0.28
H 1.33320 -1.95375 3.62737 0.07
H 1.72509 -4.51469 -0.70951 -0.31
H -0.36691 -4.02188 4.08130 0.38
H -6.51680 2.86936 -2.05037 0.42

Record 5
73
Properties=species:S:1:pos:R:3:lowdin_spin:R:1 method="wB97M-V/def2-TZVPD" s_squared=16.070 charge=+1 homo_lumo_gap_ev="4.09 / 4.10" multiplicity=8
Gd 0.31114 0.23647 -2.27035 7.29
O -1.96863 -0.15505 -4.69821 0.00
O -0.56480 -2.19372 -1.63344 0.01
O -2.13691 2.76628 -3.18285 0.00
O 2.82408 -2.16916 -3.05756 0.00
O -0.26274 3.61298 -1.33744 0.00
N -1.21847 0.45439 -0.46149 -0.01
N 1.42631 -0.00809 -0.09612 -0.01
N -0.72380 -0.59399 -4.18915 -0.01
N 1.54838 -1.61867 -3.31976 0.00
C -3.06702 0.50535 1.60668 0.00
C -4.04702 0.44823 2.77344 0.00
C -5.50189 0.54026 2.30002 0.00
C 4.31466 -1.11503 3.86173 0.00
C 2.37561 0.06078 4.93187 0.00
C -0.13066 -1.50039 -4.98297 0.00
C 4.21924 1.37948 3.84863 0.00
C 1.12584 -2.05234 -4.51783 0.00
C -2.53563 0.62095 -0.73400 0.00
C 3.41665 -0.00852 1.25630 0.00
C 1.96064 -2.94720 -5.33480 0.00
C 1.25570 0.17328 2.32702 0.00
C 3.37695 0.09713 3.77408 0.00
C 2.64797 0.06904 2.43159 0.00
C 0.67294 0.16809 1.03775 0.00
C 2.77978 -0.08763 0.01418 0.00
C -3.81809 -0.88840 3.49092 0.00
C -0.78097 0.34068 0.83332 0.00
C -3.72510 1.62959 3.69496 0.00
C 1.90612 1.79712 -3.18660 -0.26
C -3.49275 0.65431 0.28059 0.00
C -1.69845 0.38428 1.90219 0.00
C -0.73020 -1.86213 -6.27133 0.00
H -6.16781 0.48251 3.16867 0.00
H 3.08653 -1.90235 -2.14418 0.00
H -3.88103 2.57285 3.15237 0.00
H -2.06940 3.54829 -2.58234 0.00
H -1.16901 -2.85977 -6.20169 0.00
H 3.57580 2.26594 3.76346 0.00
H -5.75014 -0.28952 1.62484 0.00
H -5.69234 1.49531 1.79298 0.00
H -4.01272 -1.71471 2.79272 0.00
H -1.46841 -2.57296 -1.58797 0.00
H -1.50907 -1.13894 -6.51427 0.00
H 1.72775 0.94724 4.90411 0.00
H 2.47640 -2.34283 -6.08810 0.00
H 3.74079 -2.04642 3.76759 0.00
H 4.51191 -0.02438 1.30708 0.00
H 1.67650 2.89758 -3.09695 -0.01
H -4.49682 -0.97988 4.34487 0.00
H 4.73878 1.41984 4.81348 0.00
H -2.68191 1.59394 4.03259 0.00
H 4.81351 -1.11406 4.83726 0.00
H -2.78361 -0.97125 3.84551 0.00
H 2.71713 -3.42219 -4.71039 0.00
H -1.41893 2.96582 -3.82675 0.00
H 3.34712 -0.20211 -0.92497 0.00
H 1.95640 1.55511 -4.24579 -0.01
H -2.24719 0.66283 -4.22179 0.00
H 0.59671 0.28948 3.19873 0.00
H 1.76730 -0.85254 4.87165 0.00
H -4.38358 1.61236 4.56961 0.00
H 2.92322 0.05901 5.88119 0.00
H 0.66712 3.95098 -1.17864 0.00
H 5.08348 -1.09207 3.07849 0.00
H 2.92227 1.62974 -2.82054 -0.01
H -0.04334 -2.88432 -2.02480 0.00
H -1.32901 0.31780 2.93543 0.00
H -4.55606 0.79209 0.02511 0.00
H 4.96926 1.40953 3.04633 0.00
H -2.79981 0.77475 -1.79065 0.00
H 1.36272 -3.69982 -5.84552 0.00
H 0.04060 -1.87123 -7.04016 0.00

Record 6
56
Properties=species:S:1:pos:R:3:lowdin_spin:R:1 method="wB97M-V/def2-TZVPD" s_squared=0.757 charge=+2 homo_lumo_gap_ev="5.93 / 6.29" multiplicity=2
Ir 0.85628 -1.29339 -0.08833 0.01
Te -0.15994 -6.32508 -0.42100 0.29
Se -0.78633 -2.73559 0.48066 0.01
Se 2.11364 -6.48134 -1.07582 0.66
Se -0.12603 -4.71692 1.56279 0.00
O 2.54199 -2.49503 0.03393 0.00
O 2.68725 -1.29021 2.57024 0.00
O -0.65000 -0.00435 -0.55006 0.00
O 2.03192 -0.65210 -1.76675 0.00
O 2.03479 0.39721 0.50516 0.00
C 1.93150 1.41662 -0.50868 0.00
C 2.38071 0.76048 -1.80444 0.00
C 3.15905 -1.53810 -2.02811 0.00
C -3.49200 0.97693 2.28396 0.00
C 3.74454 -2.10075 2.08981 0.00
C -2.77085 1.80306 -1.43849 0.00
C 2.94990 0.09074 2.70383 0.00
C 1.93473 0.85333 1.88813 0.00
C -1.81986 1.51228 -2.56295 0.00
C -4.62594 2.38962 0.58885 0.00
C -1.58632 0.36115 0.21978 0.00
C 2.91021 -2.84427 -1.31532 0.01
C -2.62753 1.24485 -0.12950 0.00
C -4.77695 2.94171 -0.68306 0.00
C -5.91735 3.85558 -0.99354 0.00
C 3.15968 -3.15050 1.18199 0.00
C -3.58033 1.54463 0.89076 0.00
C -3.84063 2.63392 -1.67586 0.00
H 4.48205 -1.50094 1.54708 0.00
H -6.62009 3.92366 -0.16692 0.00
H -2.14270 2.02739 -3.46469 0.00
H 3.81755 -3.44653 -1.31099 0.00
H -2.56349 1.25684 2.78437 0.00
H -0.80713 1.84046 -2.32471 0.00
H -1.76781 0.44351 -2.77244 0.00
H 2.09932 -3.41866 -1.76321 0.01
H -6.44918 3.51354 -1.88233 0.00
H -5.54229 4.85765 -1.21203 0.00
H -3.56659 -0.11218 2.28474 0.00
H 3.95817 0.33373 2.35796 0.00
H 2.86595 0.39295 3.75113 0.00
H -4.31101 1.35627 2.88943 0.00
H 0.91926 0.65736 2.23380 0.00
H -1.59866 -0.05870 1.22717 0.00
H -3.96722 3.06128 -2.66317 0.00
H 2.59714 2.24229 -0.25655 0.00
H 4.05949 -1.06705 -1.63314 0.00
H -5.35368 2.62666 1.35437 0.00
H 2.38784 -3.73392 1.67593 0.00
H 3.24928 -1.67367 -3.10543 0.00
H 1.89459 1.20806 -2.66929 0.00
H 3.92886 -3.82249 0.80487 0.00
H 4.25749 -2.60228 2.91671 0.00
H 2.13104 1.92507 1.91634 0.00
H 3.46002 0.83623 -1.91896 0.00
H 0.90573 1.77895 -0.55799 0.00

Number 1: energy -496.6581 a.u.. Number 2: energy -1723.1668 a.u.. Number 3: energy -1831.7842 a.u.. Number 4: energy -7511.6440 a.u.. Number 5: energy -2260.9408 a.u.. Number 6: energy -8654.9191 a.u..